Entry 1:
Below is 2 unconnected molecules or ions with the total composition C10H21N3O3S, with properties calculated with the ωB97M-V functional and the def2-TZVPD basis.

Each line ends with the Mulliken charge.
Positions of all 38 atoms, in Å:
C: -3.63 -2.55 0.69  -0.77
N: -3.74 -1.37 -0.17  -0.06
C: -2.94 -1.03 -1.19  0.07
O: -3.19 -0.02 -1.84  -0.71
C: -1.70 -1.88 -1.54  0.15
C: -0.39 -1.18 -1.15  -0.98
S: -0.28 -0.99 0.65  -0.27
N: -1.67 -2.17 -2.98  -0.19
C: -2.36 -3.15 -3.54  0.70
C: -2.34 -3.22 -5.05  -1.22
O: -2.99 -3.98 -2.89  -0.64
H: -4.45 -2.56 1.41  0.32
H: -2.68 -2.54 1.23  0.22
H: -3.70 -3.46 0.08  0.28
H: -4.51 -0.74 -0.01  0.27
H: -1.74 -2.83 -1.00  0.54
H: -0.36 -0.19 -1.61  0.44
H: 0.47 -1.76 -1.50  0.47
H: 0.70 -0.07 0.71  0.15
H: -1.23 -1.49 -3.58  0.27
H: -2.92 -4.08 -5.37  0.32
H: -1.31 -3.33 -5.39  0.33
H: -2.77 -2.31 -5.45  0.33
C: 2.48 4.48 2.20  -1.37
C: 2.77 3.20 3.00  0.76
C: 3.96 3.43 3.93  -1.57
C: 2.99 2.02 2.04  0.24
N: 4.22 1.70 1.54  -0.37
O: 2.07 1.34 1.63  -0.61
H: 1.61 4.34 1.55  0.35
H: 3.34 4.75 1.57  0.32
H: 2.27 5.32 2.88  0.39
H: 1.89 2.97 3.61  0.26
H: 3.74 4.22 4.65  0.41
H: 4.86 3.72 3.37  0.34
H: 4.19 2.51 4.49  0.36
H: 4.28 0.82 1.04  0.25
H: 5.04 2.11 1.96  0.19

ΔE to the lowest compared entry with this formula, charge and spin: 0.000 eV
SMILES: CNC(=O)[C@H](CS)NC(C)=O.CC(C)C(N)=O
Charge: 0

***

Entry 2:
Below is a molecular structure, C31H48BClF5KN4O21S2V, with properties calculated with the ωB97M-V functional and the def2-TZVPD basis.

Each line ends with the Mulliken charge.
Positions of all 115 atoms, in Å:
C: 4.72 5.06 -3.66  -1.60
C: 4.55 3.88 -4.66  0.70
C: 5.79 3.63 -5.53  -1.62
C: 3.98 2.60 -3.99  1.77
C: 4.86 1.99 -2.88  1.47
C: 5.90 1.04 -3.57  -1.82
C: 4.19 1.41 -1.62  -1.92
O: 2.88 0.81 -1.64  -0.33
N: 2.42 0.28 -2.81  0.90
C: 3.00 -0.75 -3.41  0.14
N: 4.06 -1.38 -2.85  -0.06
C: 2.49 -1.22 -4.65  -1.26
C: 1.40 -0.63 -5.24  0.60
C: 0.99 -1.21 -6.64  -0.28
O: -0.06 -1.69 -6.84  -0.44
O: 1.85 -1.18 -7.72  -0.37
C: 2.90 -0.21 -7.70  0.05
C: 2.42 1.20 -8.03  -0.35
N: 2.63 2.17 -7.25  -0.41
C: 0.74 0.49 -4.50  0.89
C: -0.47 1.11 -5.17  -1.12
S: -0.34 2.92 -5.42  1.03
O: 0.98 3.39 -5.11  -0.40
O: -0.79 3.28 -6.74  -0.69
C: 1.26 0.90 -3.31  -0.11
C: 0.61 1.97 -2.52  0.76
C: 1.24 3.07 -1.92  0.53
C: 0.47 3.97 -1.20  -1.35
C: -0.89 3.73 -1.10  -0.72
N: -1.53 2.69 -1.62  -0.48
C: -0.77 1.85 -2.31  -1.99
H: 5.79 5.30 -3.62  0.41
H: 4.25 5.95 -4.09  0.36
H: 4.34 4.83 -2.66  0.33
H: 3.76 4.19 -5.35  0.44
H: 5.60 2.72 -6.12  0.28
H: 5.97 4.41 -6.26  0.44
H: 6.69 3.40 -4.94  0.32
H: 2.95 2.85 -3.73  -1.00
H: 3.92 1.87 -4.80  -1.34
H: 5.51 2.81 -2.52  0.81
H: 6.82 1.56 -3.81  0.45
H: 6.17 0.29 -2.81  0.49
H: 5.46 0.48 -4.40  0.17
H: 4.90 0.69 -1.18  0.54
H: 4.15 2.20 -0.86  0.40
H: 4.25 -1.10 -1.90  0.28
H: 4.88 -1.41 -3.44  0.32
H: 2.98 -2.06 -5.13  0.87
H: 3.53 -0.23 -6.81  -0.02
H: 3.56 -0.49 -8.54  0.41
H: 1.93 1.43 -8.97  0.38
H: 3.10 1.81 -6.42  0.27
H: -0.64 0.72 -6.17  0.69
H: -1.40 0.91 -4.64  0.46
H: -1.16 3.44 -4.45  -0.01
H: 2.31 3.20 -2.00  0.33
H: 0.91 4.84 -0.72  0.50
H: -1.49 4.45 -0.53  0.55
H: -1.25 0.97 -2.74  1.10
C: -2.07 0.02 0.25  0.45
C: -3.20 0.72 0.36  -1.26
C: -4.17 0.46 1.48  -0.18
O: -5.20 1.10 1.59  -0.54
C: -3.81 -0.58 2.44  -1.13
C: -2.68 -1.26 2.34  -0.89
C: -1.72 -1.04 1.24  -0.55
O: -0.69 -1.66 1.16  -0.45
H: -1.36 0.20 -0.55  0.51
H: -3.48 1.51 -0.34  0.80
H: -4.52 -0.74 3.25  1.73
H: -2.49 -1.95 3.14  1.48
O: -1.81 -2.73 6.93  -0.67
S: -1.37 -3.32 5.68  1.38
O: -2.33 -2.97 4.59  -0.77
O: -1.42 -4.87 5.90  -0.13
O: -0.04 -2.90 5.33  -0.71
K: -2.94 2.38 1.81  1.01
O: -2.72 -0.66 5.48  -0.26
H: -2.28 -1.58 5.24  0.39
H: -3.37 -0.37 4.81  0.20
H: -2.06 0.03 5.65  0.41
F: -0.55 -1.18 -4.56  -0.68
O: -0.75 -8.11 2.37  -0.75
V: -0.75 -6.93 3.52  1.56
O: -0.77 -5.68 4.78  -0.79
O: -2.58 -6.63 8.63  -0.57
H: -1.89 -7.30 8.60  0.30
H: -2.45 -6.11 7.82  0.29
C: -5.81 -0.16 7.94  -0.66
O: -7.08 0.44 7.72  -0.40
C: -7.08 1.84 7.91  -0.51
C: -7.06 2.58 6.59  -0.52
O: -5.82 2.38 5.90  -0.37
C: -5.93 1.43 4.86  -0.21
H: -5.84 -1.18 7.56  0.25
H: -5.01 0.38 7.41  0.21
H: -5.58 -0.19 9.01  0.39
H: -6.24 2.15 8.54  0.32
H: -8.00 2.10 8.43  0.40
H: -7.14 3.65 6.78  0.41
H: -7.90 2.28 5.97  0.33
H: -6.48 1.86 4.02  0.44
H: -6.43 0.51 5.20  0.35
H: -4.92 1.17 4.53  -0.34
B: -2.08 -7.97 11.79  0.64
F: -1.52 -8.72 12.85  -0.40
F: -1.22 -8.06 10.65  -0.42
F: -3.35 -8.50 11.47  -0.41
F: -2.21 -6.63 12.18  -0.41
O: 3.28 -4.03 -4.07  -0.67
Cl: 3.77 -4.89 -3.01  1.72
O: 3.81 -6.26 -3.44  -0.67
O: 2.91 -4.76 -1.86  -0.68
O: 5.11 -4.46 -2.66  -0.71

Charge: -1

***

Number 1: gap between HOMO and LUMO 0.347 Eh. Number 2: gap between HOMO and LUMO 0.140 Eh.